The following is a quantum chemistry calculation of 6 unconnected molecules or ions with the total composition C6H21N3O9 at a distorted geometry, from the OMol25 dataset.

The geometry in ORCA input format:
```
! wB97M-V def2-TZVPD RIJCOSX def2/J DEFGRID3
* xyz 0 1
C 5.499 5.703 8.128
N 5.996 5.863 9.516
O 6.390 4.841 10.028
O 6.079 6.975 10.004
H 6.245 6.024 7.455
H 4.591 6.203 8.110
H 5.423 4.572 8.083
C 9.023 7.865 10.582
N 9.436 6.971 9.371
O 9.469 5.772 9.552
O 9.653 7.548 8.275
H 8.874 7.172 11.378
H 8.128 8.402 10.258
H 9.835 8.540 10.785
C 9.075 14.282 8.935
N 8.668 13.618 10.246
O 9.020 12.485 10.431
O 7.791 14.148 10.898
H 8.243 14.067 8.247
H 9.925 13.749 8.669
H 9.147 15.350 9.082
C 9.044 9.058 5.491
O 7.857 9.685 6.084
H 9.111 9.520 4.544
H 9.984 9.129 6.009
H 8.906 8.010 5.373
H 7.829 9.503 7.030
C 6.157 13.234 6.464
O 7.487 12.707 6.494
H 6.295 14.260 6.731
H 5.704 13.204 5.440
H 5.516 12.760 7.212
H 7.477 11.796 6.175
C 6.151 10.385 8.729
O 7.358 9.711 8.855
H 5.357 9.666 9.120
H 6.285 11.336 9.280
H 5.907 10.531 7.664
H 8.038 10.392 8.811
*
```

* energy above the lowest of the compared OMol25 structures with the same formula, charge and spin: 2.92 kJ/mol
* structure (SMILES): C[N+](=O)[O-].C[N+](=O)[O-].C[N+](=O)[O-].CO.CO.CO
* total energy: -1082.27220 Ha



The following is a quantum chemistry calculation of 2 unconnected molecules or ions with the total composition C24H30N6O4 at a distorted geometry, from the OMol25 dataset.

The geometry in ORCA input format:
```
! wB97M-V def2-TZVPD RIJCOSX def2/J DEFGRID3
* xyz 0 1
N 2.677 2.938 -0.934
C 1.429 2.754 -0.407
O 0.524 3.121 -1.134
C 1.229 2.052 0.872
C 2.075 0.968 1.165
C 1.897 0.213 2.333
C 2.664 -0.874 2.684
N 3.649 -1.390 1.918
N 2.498 -1.579 3.771
C 1.514 -1.193 4.585
N 0.701 -0.161 4.342
C 0.889 0.539 3.226
C 0.055 1.617 2.955
C 0.205 2.389 1.793
C -0.696 3.540 1.619
C -0.183 4.839 1.485
C -1.043 5.931 1.339
C -2.426 5.733 1.323
C -2.960 4.444 1.454
C -4.451 4.239 1.416
O -5.045 4.954 2.500
C -2.087 3.356 1.608
H 2.711 3.546 -1.747
H 3.467 2.901 -0.301
H 2.862 0.695 0.466
H 3.987 -2.248 2.343
H 3.427 -1.434 0.933
H 1.357 -1.759 5.498
H -0.712 1.860 3.681
H 0.891 5.001 1.495
H -0.636 6.932 1.230
H -3.095 6.581 1.208
H -4.695 3.175 1.500
H -4.853 4.601 0.464
H -4.603 4.713 3.332
H -2.488 2.352 1.702
C -0.555 -3.099 -5.948
N -0.618 -3.156 -4.490
C 0.458 -3.163 -3.693
O 1.607 -3.108 -4.125
C 0.210 -3.222 -2.182
N 1.130 -4.204 -1.579
C 0.894 -5.119 -0.640
C -0.515 -5.348 -0.128
O 1.811 -5.788 -0.195
C 0.403 -1.826 -1.545
C -0.423 -0.733 -2.235
C -0.007 -1.824 -0.067
H 0.010 -2.217 -6.258
H -1.561 -3.048 -6.369
H -0.048 -3.988 -6.330
H -1.528 -3.193 -4.059
H -0.823 -3.527 -2.024
H 2.081 -4.185 -1.921
H -0.502 -6.206 0.543
H -0.856 -4.474 0.420
H -1.178 -5.558 -0.964
H 1.456 -1.546 -1.609
H -0.279 0.221 -1.724
H -0.097 -0.600 -3.267
H -1.483 -0.987 -2.213
H 0.647 -2.478 0.510
H -1.041 -2.152 0.037
H 0.073 -0.817 0.338
*
```

* energy above the lowest of the compared OMol25 structures with the same formula, charge and spin: 0.00 kJ/mol
* structure (SMILES): NC(=O)c1cc2c(N)ncnc2cc1-c1cccc(CO)c1.CNC(=O)[C@@H](NC(C)=O)C(C)C
* total energy: -1562.12694 Ha



The following is a quantum chemistry calculation of a single C4H5N3 molecule at a distorted geometry, from the OMol25 dataset.

The geometry in ORCA input format:
```
! wB97M-V def2-TZVPD RIJCOSX def2/J DEFGRID3
* xyz 0 1
H -1.123 0.908 2.798
N -0.449 0.802 1.919
C -1.006 0.677 0.828
N -0.303 0.593 -0.374
C -0.381 -0.844 -0.898
C 0.828 -0.220 -0.350
C 1.942 0.097 -1.126
N 2.784 0.205 -1.964
H -2.039 0.896 0.682
H -0.899 -1.459 -0.246
H -0.514 -1.103 -1.985
H 1.161 -0.552 0.716
*
```

* energy above the lowest of the compared OMol25 structures with the same formula, charge and spin: 325.31 kJ/mol
* structure (SMILES): [H]/N=C/N1C[C@H]1C#N
* total energy: -319.58830 Ha